(1)
Below is a 3-piece molecular cluster, C5H15N2 overall at a distorted geometry, with properties calculated with ωB97M-V with the def2-TZVPD basis set.

Calculated values
* energy: -308.49214 Eh
* energy above the lowest of the compared OMol25 structures with the same formula, charge and spin: 789.0 kJ/mol
* maximum force: 3.21 eV Å⁻¹
* spin multiplicity: 1
* charge: +1

CARTESIAN COORDINATES (ANGSTROEM)
C1 2.27351 0.57442 1.17889
N1 -0.00584 -2.11116 0.03405
C2 0.15311 -2.09156 1.51146
C3 1.09060 0.98472 1.66160
N2 -1.09093 0.14342 -0.45715
C4 -0.85530 0.52625 -1.80410
C5 -1.17039 1.99255 -2.03037
H1 2.49803 -0.11394 0.23578
H2 3.13518 0.63590 1.87000
H3 -0.52579 -2.96836 -0.20876
H4 1.18724 -2.03346 1.84979
H5 -0.28824 -3.00907 1.92535
H6 -0.34352 -1.20061 1.87663
H7 1.14139 1.58801 2.54180
H8 0.12663 0.94985 1.08475
H9 -2.06701 -0.21772 -0.42040
H10 -0.69646 -1.16740 -0.16918
H11 -1.23333 -0.02405 -2.66951
H12 0.20898 0.41715 -1.77514
H13 -1.33244 2.29137 -3.11784
H14 -2.01997 2.36092 -1.40456
H15 -0.18544 2.47276 -1.71307


(2)
Below is a 2-piece molecular cluster, C5H15N2 overall at a distorted geometry, with properties calculated with ωB97M-V with the def2-TZVPD basis set.

Calculated values
* energy: -308.78027 Eh
* energy above the lowest of the compared OMol25 structures with the same formula, charge and spin: 32.6 kJ/mol
* maximum force: 1.27 eV Å⁻¹
* spin multiplicity: 1
* charge: +1

CARTESIAN COORDINATES (ANGSTROEM)
C1 0.44683 1.10872 0.14796
C2 -0.91351 1.00236 0.86169
C3 -1.54512 -0.38790 0.81637
C4 -0.73859 1.53480 2.29227
H1 0.83578 2.12623 0.18770
H2 1.11213 0.39935 0.64608
H3 0.31644 0.78989 -0.89510
H4 -1.62860 1.72317 0.43891
H5 -2.38249 -0.44982 1.51192
H6 -0.83924 -1.18755 1.09377
H7 -2.01137 -0.54497 -0.16323
H8 -0.39771 2.57533 2.27204
H9 -1.66814 1.53261 2.85972
H10 0.05428 1.00579 2.83921
N1 0.15900 -1.95233 -1.63585
C5 1.32914 -1.39177 -1.43983
N2 2.09898 -0.99510 -2.41967
H11 -0.19574 -2.18633 -2.55160
H12 -0.47042 -1.94308 -0.84306
H13 1.64303 -1.25469 -0.41650
H14 3.00502 -0.59868 -2.22471
H15 1.79030 -0.90604 -3.37807


(3)
Below is an isolated ion of composition C5H15N2 and charge +1 at a distorted geometry, with properties calculated with ωB97M-V with the def2-TZVPD basis set.

Calculated values
* SMILES: CNCCCC[NH3+]
* energy: -308.70020 Eh
* energy above the lowest of the compared OMol25 structures with the same formula, charge and spin: 242.8 kJ/mol
* maximum force: 3.42 eV Å⁻¹
* spin multiplicity: 1
* charge: +1

CARTESIAN COORDINATES (ANGSTROEM)
C1 1.62719 1.93290 0.80555
N1 1.31889 0.42135 0.95855
C2 1.67992 -0.36312 -0.23701
C3 0.48278 -0.82261 -1.06345
C4 -0.79450 0.06820 -0.99503
C5 -1.55017 0.00552 0.38341
N2 -2.39977 -1.37501 0.29856
H1 0.90012 2.33175 0.09492
H2 1.62053 2.56367 1.70832
H3 2.56393 2.17821 0.44695
H4 1.95195 0.13227 1.75926
H5 2.32390 -1.26554 -0.13171
H6 2.20242 0.41312 -0.73743
H7 0.23496 -1.86463 -0.85806
H8 0.86659 -0.84479 -2.16263
H9 -0.57449 1.14533 -1.22139
H10 -1.44087 -0.28047 -1.82939
H11 -1.15657 -0.24056 1.37769
H12 -2.35571 0.75553 0.62033
H13 -1.63334 -2.15724 0.25850
H14 -2.97984 -1.35169 1.16955
H15 -2.88792 -1.38220 -0.64547


Look up the maximum force of the first one.
3.21 eV Å⁻¹


Look up the energy of the third one.
-308.70020 Eh


Which formula does entry 1 have?
C5H15N2